{
  "formula": "C4H11NO3",
  "method": "ωB97M-V/def2-TZVPD",
  "elements": ["O", "C", "N", "C", "O", "C", "C", "H", "H", "H", "H", "H", "H", "H", "H", "H", "H", "H", "O"],
  "positions_angstrom": [[0.305, -0.892, 1.435], [0.335, -0.351, 0.364], [-0.489, 0.833, 0.312], [-0.711, 1.763, -0.760], [-1.584, 1.022, -1.599], [1.070, -0.813, -0.858], [1.119, -2.342, -0.859], [-1.100, 0.913, 1.149], [-1.087, 2.732, -0.455], [0.193, 1.923, -1.346], [-2.462, 0.964, -1.189], [0.433, -0.548, -1.696], [2.075, -0.400, -0.848], [0.165, -2.783, -0.640], [1.425, -2.712, -1.842], [1.914, -2.744, -0.231], [-0.907, 0.496, 3.063], [0.137, 1.495, 2.974], [-0.831, 1.443, 3.027]],
  "lowdin_charge": [0.199, -0.360, 0.257, -0.168, 0.067, -0.129, -0.066, 0.146, 0.155, 0.154, 0.134, 0.114, 0.144, 0.085, 0.093, 0.092, 0.031, 0.070, -0.018],
  "e_above_lowest_ev": 1.3872,
  "lumo_ha": [-0.13392, -0.32301],
  "charge": 1,
  "spin_multiplicity": 2,
  "orbital_gap_ha": [0.45091, 0.25617]
}



{
  "formula": "C4H11NO3",
  "method": "ωB97M-V/def2-TZVPD",
  "elements": ["C", "C", "C", "C", "O", "O", "N", "H", "H", "H", "H", "H", "H", "H", "H", "H", "H", "H", "O"],
  "positions_angstrom": [[1.886, 0.527, 2.414], [1.195, 0.649, 1.070], [-0.325, 0.469, 1.022], [-0.995, 1.106, -0.168], [-0.452, 2.311, -0.450], [-1.868, 0.604, -0.814], [1.825, -0.093, 0.041], [2.843, 1.051, 2.369], [1.277, 1.025, 3.163], [2.103, -0.484, 2.730], [1.318, 1.729, 0.776], [-0.787, 0.900, 1.913], [-0.582, -0.595, 0.988], [-0.490, 2.607, -1.344], [2.750, -0.532, 0.126], [1.179, -0.616, -0.553], [-2.365, -4.527, -2.585], [-0.861, -4.837, -3.142], [-1.431, -4.243, -2.673]],
  "lowdin_charge": [-0.004, -0.369, -0.033, -0.514, 0.119, 0.166, 0.352, 0.102, 0.104, 0.097, 0.202, 0.154, 0.150, 0.127, 0.179, 0.168, 0.056, 0.017, -0.073],
  "e_above_lowest_ev": 0.8328,
  "lumo_ha": [-0.12515, -0.31420],
  "charge": 1,
  "spin_multiplicity": 2,
  "orbital_gap_ha": [0.37910, 0.19005]
}



{
  "formula": "C4H11NO3",
  "method": "ωB97M-V/def2-TZVPD",
  "elements": ["C", "N", "C", "C", "C", "O", "O", "H", "H", "H", "H", "H", "H", "H", "H", "H", "H", "H", "O"],
  "positions_angstrom": [[0.852, 1.358, -0.758], [-0.219, 0.494, -0.938], [-1.256, 0.927, -1.872], [-0.594, -0.293, 0.299], [-0.495, -1.788, 0.052], [0.191, -2.520, 1.003], [1.680, 1.080, 0.076], [0.858, 2.190, -1.417], [-2.229, 0.681, -1.565], [-1.211, 2.014, -1.878], [-1.033, 0.542, -2.899], [-1.657, -0.116, 0.679], [0.110, -0.133, 1.210], [-1.435, -2.331, -0.229], [0.193, -2.130, -0.863], [0.159, -2.206, 1.908], [1.280, 0.642, 2.058], [2.851, 0.695, 2.325], [1.955, 0.894, 2.809]],
  "lowdin_charge": [-0.172, 0.042, 0.043, -0.061, -0.258, -0.004, 0.151, 0.155, 0.095, 0.119, 0.151, 0.177, 0.131, 0.147, 0.180, 0.110, 0.015, 0.100, -0.120],
  "e_above_lowest_ev": 3.4714,
  "lumo_ha": [-0.16190, -0.34215],
  "charge": 1,
  "spin_multiplicity": 2,
  "orbital_gap_ha": [0.37067, 0.18755]
}



{
  "formula": "C4H11NOS",
  "method": "ωB97M-V/def2-TZVPD",
  "elements": ["C", "O", "C", "C", "C", "S", "N", "H", "H", "H", "H", "H", "H", "H", "H", "H", "H", "H"],
  "positions_angstrom": [[1.826, 0.168, 0.267], [2.315, 1.032, 1.270], [0.285, 0.229, 0.179], [-0.303, -1.033, -0.422], [-1.810, -0.941, -0.635], [-2.791, -0.593, 0.829], [-0.212, 1.457, -0.430], [2.157, -0.869, 0.412], [2.247, 0.427, -0.702], [2.650, 0.504, 2.006], [0.012, 0.319, 1.247], [-0.120, -1.850, 0.272], [0.115, -1.162, -1.427], [-2.063, -0.249, -1.434], [-2.162, -1.887, -1.032], [-2.355, 0.651, 0.998], [0.034, 1.516, -1.411], [0.175, 2.280, 0.013]],
  "lowdin_charge": [-0.247, -0.059, -0.437, -0.236, -0.598, 0.709, 0.048, 0.119, 0.115, 0.091, 0.130, 0.114, 0.122, 0.065, 0.062, -0.157, 0.079, 0.079],
  "e_above_lowest_ev": 0.9944,
  "lumo_ha": 0.02980,
  "spin_multiplicity": 1,
  "orbital_gap_ha": 0.35560
}



{
  "formula": "C4H11NOS",
  "method": "ωB97M-V/def2-TZVPD",
  "elements": ["C", "N", "C", "C", "S", "C", "O", "H", "H", "H", "H", "H", "H", "H", "H", "H", "H", "H"],
  "positions_angstrom": [[1.017, -0.907, -1.630], [0.479, -1.471, -0.400], [-0.143, -0.502, 0.490], [-1.411, 0.128, -0.108], [-2.166, 1.452, 0.891], [0.878, 0.541, 0.994], [0.737, 0.824, 2.354], [1.618, -1.663, -2.129], [1.678, -0.072, -1.399], [0.271, -0.556, -2.345], [-0.216, -2.164, -0.666], [-0.436, -0.986, 1.428], [-1.207, 0.510, -1.107], [-2.174, -0.635, -0.248], [-1.632, 2.474, 0.214], [0.834, 1.457, 0.390], [1.878, 0.151, 0.795], [-0.006, 1.419, 2.477]],
  "lowdin_charge": [-0.129, -0.084, -0.412, -0.512, 0.740, -0.278, -0.068, 0.079, 0.077, 0.069, 0.107, 0.142, 0.065, 0.067, -0.135, 0.113, 0.118, 0.042],
  "e_above_lowest_ev": 1.3603,
  "lumo_ha": 0.02601,
  "spin_multiplicity": 1,
  "orbital_gap_ha": 0.35122
}